ORCA calculation (ωB97M-V with the def2-TZVPD basis set) on a 13-piece molecular cluster, C18H62N16O18 overall in a non-equilibrium geometry.

Output
E = -2953.7747 hartree
max |F| = 0.0889 hartree/bohr
relative energy (zero: lowest compared OMol25 entry of this formula, charge and spin) = 0.00 kcal per mole

Cartesian coordinates (Å):
C (-2.575, 1.990, 4.002)
O (-2.856, 2.689, 3.035)
N (-1.924, 0.805, 3.886)
N (-3.053, 2.303, 5.247)
H (-1.448, 0.623, 4.720)
H (-1.293, 0.822, 3.051)
H (-3.545, 3.191, 5.366)
H (-3.146, 1.601, 6.026)
C (2.480, 1.181, -2.527)
O (3.540, 1.350, -1.954)
N (1.297, 1.686, -2.046)
N (2.349, 0.493, -3.700)
H (1.418, 2.454, -1.390)
H (0.401, 1.461, -2.446)
H (1.426, 0.216, -4.033)
H (3.180, 0.000, -4.082)
C (5.127, 1.590, 1.033)
O (5.502, 1.761, 2.185)
N (4.668, 2.566, 0.203)
N (5.116, 0.393, 0.430)
H (4.184, 2.371, -0.662)
H (4.740, 3.516, 0.616)
H (5.405, -0.398, 0.969)
H (4.893, 0.397, -0.527)
C (-2.106, 3.016, -0.925)
O (-2.352, 1.802, -1.010)
N (-1.854, 3.748, -2.016)
N (-2.054, 3.566, 0.238)
H (-1.550, 3.293, -2.837)
H (-1.345, 4.557, -1.777)
H (-1.906, 4.571, 0.479)
H (-2.172, 2.896, 1.017)
C (-4.004, -0.931, 0.789)
O (-4.360, -2.113, 0.895)
N (-3.438, -0.354, 1.810)
N (-4.201, -0.136, -0.286)
H (-3.193, 0.635, 1.783)
H (-3.588, -0.860, 2.711)
H (-3.599, 0.668, -0.367)
H (-4.647, -0.573, -1.053)
C (-0.917, -0.881, -3.699)
O (-0.231, 0.002, -4.209)
N (-1.896, -0.564, -2.826)
N (-0.776, -2.216, -3.961)
H (-1.969, 0.416, -2.555)
H (-2.236, -1.225, -2.178)
H (0.099, -2.480, -4.403)
H (-1.283, -2.812, -3.401)
C (1.685, 4.999, -3.047)
O (0.787, 5.556, -2.434)
N (1.559, 4.700, -4.380)
N (2.831, 4.496, -2.484)
H (0.796, 5.172, -4.861)
H (2.185, 4.059, -4.924)
H (2.947, 4.628, -1.528)
H (3.391, 3.693, -2.764)
C (1.284, 4.418, 1.077)
O (1.011, 3.436, 0.359)
N (1.359, 4.307, 2.456)
N (1.441, 5.648, 0.557)
H (1.881, 4.918, 3.035)
H (1.142, 3.415, 2.732)
H (1.193, 5.772, -0.413)
H (1.502, 6.545, 1.103)
C (-1.522, -5.945, 0.640)
C (-1.172, -4.544, 1.020)
O (-1.940, -3.538, 0.308)
O (-1.141, -6.235, -0.714)
H (-2.629, -6.160, 0.709)
H (-1.021, -6.635, 1.288)
H (-0.155, -4.221, 0.836)
H (-1.349, -4.509, 2.126)
H (-2.718, -3.118, 0.783)
H (-1.704, -5.602, -1.254)
C (3.419, 1.478, 4.332)
C (2.266, 1.593, 5.318)
O (0.999, 1.638, 4.659)
O (3.544, 2.747, 3.745)
H (3.122, 0.714, 3.591)
H (4.313, 1.108, 4.833)
H (2.406, 2.454, 5.900)
H (2.270, 0.671, 5.950)
H (1.102, 1.189, 3.810)
H (4.176, 2.605, 3.001)
C (1.792, -4.397, -1.743)
C (2.438, -5.252, -0.703)
O (1.948, -6.520, -0.552)
O (2.351, -3.135, -1.884)
H (0.763, -4.227, -1.525)
H (2.002, -4.853, -2.726)
H (2.476, -4.730, 0.237)
H (3.503, -5.306, -0.966)
H (1.045, -6.399, -0.738)
H (2.351, -2.584, -1.052)
C (0.855, -0.938, -0.026)
C (-0.170, -0.165, 0.881)
O (0.484, 0.905, 1.666)
O (1.999, -1.497, 0.672)
H (1.300, -0.334, -0.836)
H (0.242, -1.732, -0.436)
H (-0.612, -0.939, 1.539)
H (-0.877, 0.333, 0.227)
H (0.472, 1.666, 1.056)
H (2.496, -0.726, 0.991)
C (-5.340, -4.101, -1.666)
C (-4.225, -4.279, -2.731)
O (-2.985, -3.736, -2.228)
O (-5.612, -2.760, -1.344)
H (-4.974, -4.622, -0.796)
H (-6.224, -4.534, -2.154)
H (-4.454, -3.728, -3.625)
H (-4.188, -5.325, -2.937)
H (-2.832, -3.842, -1.235)
H (-5.593, -2.781, -0.353)

ORCA calculation (ωB97M-V with the def2-TZVPD basis set) on CH6BN as an isolated structure in a non-equilibrium geometry.

Output
E = -121.1875 hartree
max |F| = 0.1060 hartree/bohr
relative energy (zero: lowest compared OMol25 entry of this formula, charge and spin) = 98.43 kcal per mole

Cartesian coordinates (Å):
B (1.835, 0.071, 0.012)
C (-1.075, 0.189, 0.057)
N (-0.028, -0.814, -0.054)
H (2.687, -0.709, -0.032)
H (1.838, 1.221, 0.085)
H (-1.684, 0.148, -0.853)
H (-1.731, 0.012, 0.916)
H (-0.687, 1.207, 0.138)
H (0.009, -1.430, 0.745)

ORCA calculation (ωB97M-V with the def2-TZVPD basis set) on one molecule with the formula H4O3P2 in a non-equilibrium geometry.

Output
E = -910.8476 hartree
max |F| = 0.1074 hartree/bohr
relative energy (zero: lowest compared OMol25 entry of this formula, charge and spin) = 8.90 kcal per mole
SMILES = OP(O)OP

Cartesian coordinates (Å):
O (-1.224, -0.864, -1.158)
P (-1.065, -0.706, 0.406)
O (-1.807, 0.739, 0.574)
O (0.579, 0.036, 0.275)
P (2.194, -0.532, 0.354)
H (-1.461, 0.015, -1.632)
H (-2.078, 0.960, 1.386)
H (2.635, 0.626, 0.799)
H (2.228, -0.274, -1.004)

ORCA calculation (ωB97M-V with the def2-TZVPD basis set) on a 2-piece molecular cluster, C3H6Br2N overall in a non-equilibrium geometry.

Output
net charge = +1
E = -5320.2019 hartree
max |F| = 0.0652 hartree/bohr
relative energy (zero: lowest compared OMol25 entry of this formula, charge and spin) = 127.78 kcal per mole

Cartesian coordinates (Å):
C (2.964, 1.145, -0.345)
C (1.971, 0.388, -0.183)
C (-1.866, 0.147, 0.746)
N (-2.128, -0.890, -0.215)
Br (4.989, 0.505, -0.061)
Br (1.247, -1.146, -0.044)
H (3.012, 2.196, -0.721)
H (-1.812, -0.074, 1.785)
H (-2.026, 1.095, 0.217)
H (-2.937, -0.590, -0.872)
H (-2.321, -1.720, 0.384)
H (-1.093, -1.057, -0.691)

ORCA calculation (ωB97M-V with the def2-TZVPD basis set) on C12H13CoNO6SSe as an isolated structure.

Output
spin multiplicity = 2
E = -5153.6609 hartree
max |F| = 0.0058 hartree/bohr
relative energy (zero: lowest compared OMol25 entry of this formula, charge and spin) = 0.00 kcal per mole

Cartesian coordinates (Å):
Co (0.692, -0.287, 0.774)
O (4.636, -1.095, 1.714)
C (3.392, -0.955, 1.279)
O (2.482, -0.552, 1.963)
C (3.219, -1.419, -0.145)
O (1.985, -0.975, -0.682)
C (2.069, 0.134, -1.616)
C (1.913, 1.482, -0.918)
O (2.289, 2.485, -1.479)
O (1.322, 1.406, 0.234)
H (4.664, -0.836, 2.650)
H (3.200, -2.512, -0.116)
H (4.061, -1.101, -0.759)
H (1.230, -0.003, -2.299)
H (2.999, 0.083, -2.178)
Se (-1.279, -4.625, 0.723)
C (-0.468, -3.068, 0.927)
N (0.033, -2.027, 1.104)
C (-2.229, -0.333, 2.500)
S (-1.101, 0.723, 1.629)
O (-1.034, 2.002, 2.342)
C (-1.898, 0.938, 0.050)
C (-1.912, 2.231, -0.450)
C (-2.396, 2.444, -1.732)
C (-2.840, 1.373, -2.496)
C (-2.804, 0.081, -1.987)
C (-2.326, -0.150, -0.707)
H (-3.168, 0.210, 2.594)
H (-1.777, -0.498, 3.476)
H (-2.348, -1.280, 1.983)
H (-1.546, 3.044, 0.163)
H (-2.417, 3.447, -2.136)
H (-3.212, 1.546, -3.498)
H (-3.146, -0.752, -2.586)
H (-2.283, -1.161, -0.321)

ORCA calculation (ωB97M-V with the def2-TZVPD basis set) on one molecule with the formula C20H26N4O5S in a non-equilibrium geometry.

Output
E = -1771.1211 hartree
max |F| = 0.0303 hartree/bohr
relative energy (zero: lowest compared OMol25 entry of this formula, charge and spin) = 52.19 kcal per mole
SMILES = COc1ccc(C(=O)NCc2nnc(SCC(=O)N3CCCCCC3)o2)cc1OC

Cartesian coordinates (Å):
C (-7.353, -3.049, -1.014)
O (-7.386, -1.724, -0.545)
C (-6.217, -1.046, -0.431)
C (-4.966, -1.547, -0.753)
C (-3.827, -0.769, -0.607)
C (-3.926, 0.527, -0.130)
C (-2.757, 1.418, 0.086)
O (-2.746, 2.307, 0.915)
N (-1.696, 1.189, -0.735)
C (-0.461, 1.924, -0.599)
C (0.678, 1.009, -0.337)
N (1.731, 0.841, -1.064)
N (2.488, -0.105, -0.473)
C (1.848, -0.467, 0.599)
S (2.332, -1.657, 1.739)
C (4.044, -1.809, 1.148)
C (4.716, -0.437, 1.244)
O (4.228, 0.453, 1.910)
N (5.874, -0.303, 0.572)
C (6.501, -1.327, -0.230)
C (5.982, -1.419, -1.678)
C (5.394, -0.113, -2.214)
C (6.290, 1.112, -2.013)
C (6.029, 1.820, -0.684)
C (6.482, 1.015, 0.532)
O (0.684, 0.190, 0.747)
C (-5.180, 1.033, 0.220)
C (-6.324, 0.274, 0.072)
O (-7.582, 0.686, 0.375)
C (-7.747, 1.978, 0.908)
H (-6.953, -3.107, -2.032)
H (-8.388, -3.385, -1.015)
H (-6.764, -3.695, -0.355)
H (-4.862, -2.557, -1.117)
H (-2.868, -1.210, -0.838)
H (-1.752, 0.485, -1.451)
H (-0.231, 2.499, -1.501)
H (-0.607, 2.602, 0.250)
H (4.528, -2.531, 1.806)
H (4.013, -2.178, 0.126)
H (6.398, -2.296, 0.265)
H (7.568, -1.089, -0.250)
H (6.815, -1.734, -2.311)
H (5.212, -2.189, -1.754)
H (5.211, -0.254, -3.281)
H (4.428, 0.071, -1.741)
H (6.088, 1.826, -2.814)
H (7.343, 0.828, -2.087)
H (6.551, 2.779, -0.668)
H (4.959, 2.015, -0.593)
H (7.569, 0.893, 0.527)
H (6.188, 1.539, 1.444)
H (-5.215, 2.037, 0.613)
H (-8.815, 2.085, 1.088)
H (-7.205, 2.095, 1.852)
H (-7.418, 2.749, 0.204)

ORCA calculation (ωB97M-V with the def2-TZVPD basis set) on one molecule with the formula C5H7N3O7 in a non-equilibrium geometry.

Output
E = -885.7478 hartree
max |F| = 0.0820 hartree/bohr
relative energy (zero: lowest compared OMol25 entry of this formula, charge and spin) = 0.00 kcal per mole
SMILES = O=c1[nH]c(=O)n(C(O)(O)C(O)O)c(=O)[nH]1

Cartesian coordinates (Å):
O (-4.018, 0.828, 0.328)
C (-2.903, 0.504, 0.234)
N (-2.471, -0.747, 0.421)
C (-1.269, -1.251, 0.080)
O (-1.120, -2.432, -0.211)
N (-0.251, -0.293, -0.157)
C (1.178, -0.673, -0.190)
O (1.502, -0.924, -1.564)
O (1.356, -1.754, 0.676)
C (2.247, 0.390, 0.542)
O (1.568, 0.894, 1.596)
O (2.750, 1.340, -0.310)
C (-0.583, 1.010, -0.453)
O (0.238, 1.763, -0.870)
N (-1.946, 1.352, -0.281)
H (-3.228, -1.390, 0.467)
H (2.303, -0.295, -1.793)
H (0.687, -2.370, 0.387)
H (3.078, -0.271, 0.676)
H (1.077, 0.202, 1.931)
H (2.031, 1.818, -0.891)
H (-2.226, 2.298, -0.618)

> Among the records above, which one has the lowest max |F|?

C12H13CoNO6SSe

> Look up the max |F| of the first one.

0.0889 hartree/bohr

> Which value of relative energy (zero: lowest compared OMol25 entry of this formula, charge and spin) does entry 3 give?

8.90 kcal per mole